1.
96
Properties=species:S:1:pos:R:3:forces:R:3 method="wB97M-V/def2-TZVPD" homo_energy_ev=-8.109 gap_ev=8.33 smiles="CCCCCCCCP(CCN)CCCC.O=C1CCCO1.O=C1CCCO1.O=C1CCCO1.O=C1CCCO1"
C -0.689 -2.205 -0.419 0.0 0.1 0.0
C -0.518 -0.854 -1.135 0.1 -0.1 0.0
C 0.769 -0.098 -0.747 0.0 0.1 -0.2
C 0.560 1.383 -0.397 0.2 -0.1 0.2
C 1.629 1.969 0.532 -0.1 0.0 -0.1
C 3.016 2.132 -0.099 0.0 0.0 0.1
C 3.858 0.854 -0.199 0.1 0.0 0.0
C 4.254 0.300 1.169 0.0 0.0 0.0
P 5.213 -1.297 1.196 0.0 0.0 -0.1
C 4.458 -2.043 2.716 -0.1 0.0 0.0
C 2.946 -2.341 2.698 0.1 -0.1 -0.1
N 2.674 -3.745 2.342 -0.1 0.1 0.0
C 4.396 -2.365 -0.079 0.0 -0.1 0.0
C 4.819 -2.071 -1.531 0.0 -0.1 -0.1
C 3.634 -1.966 -2.504 0.1 0.0 0.1
C 3.939 -1.164 -3.783 -0.2 -0.3 -0.1
H -0.242 -3.021 -0.992 0.0 0.0 0.1
H -0.210 -2.193 0.566 -0.1 0.0 0.0
H -1.744 -2.445 -0.268 0.0 -0.1 -0.1
H -1.389 -0.222 -0.941 0.1 0.0 0.1
H -0.501 -1.043 -2.211 -0.2 0.1 0.0
H 1.257 -0.603 0.097 -0.1 0.0 0.0
H 1.476 -0.158 -1.581 -0.1 0.0 0.2
H -0.410 1.494 0.104 0.0 0.0 -0.1
H 0.534 1.983 -1.310 -0.2 0.0 0.0
H 1.283 2.953 0.861 0.0 0.0 0.0
H 1.684 1.345 1.433 0.0 0.1 0.0
H 2.892 2.563 -1.099 0.0 0.0 0.0
H 3.589 2.865 0.481 0.0 0.0 0.0
H 4.770 1.090 -0.762 -0.1 -0.1 0.0
H 3.323 0.096 -0.775 0.1 0.1 0.1
H 4.904 1.032 1.662 -0.1 0.0 0.0
H 3.371 0.193 1.805 0.0 0.0 -0.1
H 4.975 -2.985 2.912 0.0 0.1 0.1
H 4.700 -1.348 3.528 0.0 -0.1 0.0
H 2.434 -1.665 2.003 0.0 0.0 0.1
H 2.529 -2.140 3.688 0.0 0.0 0.0
H 2.007 -4.155 2.981 0.0 0.0 0.0
H 2.268 -3.818 1.418 0.1 0.0 0.0
H 3.304 -2.350 0.014 0.0 0.1 0.0
H 4.710 -3.375 0.206 -0.1 0.0 0.0
H 5.481 -2.872 -1.872 0.1 0.1 0.0
H 5.415 -1.154 -1.583 -0.1 0.0 0.0
H 2.790 -1.508 -1.978 0.2 -0.1 -0.1
H 3.310 -2.979 -2.763 -0.1 0.0 0.0
H 3.925 -1.808 -4.667 0.1 0.1 0.0
H 3.179 -0.398 -3.951 0.1 0.1 0.0
H 4.917 -0.683 -3.737 -0.1 0.0 0.0
O -0.391 4.293 -1.673 0.0 0.0 0.0
C -1.280 4.364 -0.875 0.0 0.0 0.0
C -2.773 4.268 -1.120 0.0 0.1 0.1
C -3.370 4.846 0.160 0.0 0.0 -0.1
C -2.290 4.513 1.182 -0.1 -0.1 0.1
O -1.050 4.544 0.444 0.0 0.0 0.0
H -3.020 3.213 -1.256 0.0 0.0 0.0
H -3.039 4.809 -2.025 0.0 -0.1 0.0
H -4.339 4.439 0.435 0.0 0.0 0.0
H -3.475 5.927 0.065 0.0 0.0 0.0
H -2.416 3.514 1.603 0.0 0.0 0.0
H -2.214 5.236 1.990 0.0 0.0 0.0
O -3.523 1.704 2.744 0.0 0.0 0.0
C -3.569 0.562 3.106 0.0 0.0 0.1
C -4.287 -0.002 4.317 0.1 -0.1 0.0
C -3.640 -1.373 4.489 0.0 0.1 0.0
C -3.230 -1.703 3.058 0.0 0.0 0.0
O -2.946 -0.431 2.443 0.0 0.0 0.0
H -5.350 -0.073 4.072 0.0 0.0 0.0
H -4.169 0.665 5.167 -0.1 0.0 0.0
H -4.293 -2.126 4.923 0.0 0.0 0.0
H -2.752 -1.287 5.117 0.0 0.0 0.0
H -4.036 -2.178 2.494 0.0 0.0 0.0
H -2.335 -2.315 2.985 0.0 0.0 0.0
O 0.524 -6.642 -6.195 0.0 0.0 0.0
C 1.390 -5.877 -6.494 0.0 0.0 0.0
C 2.544 -5.381 -5.642 0.0 0.1 -0.1
C 3.029 -4.150 -6.402 0.0 0.0 0.1
C 2.647 -4.502 -7.835 0.0 0.0 0.0
O 1.465 -5.310 -7.724 0.0 0.0 0.0
H 3.298 -6.170 -5.607 0.0 0.0 0.0
H 2.202 -5.182 -4.630 0.0 -0.1 0.0
H 4.090 -3.941 -6.284 0.0 0.0 0.0
H 2.471 -3.271 -6.076 0.0 0.0 0.0
H 3.420 -5.092 -8.334 0.0 0.0 0.0
H 2.409 -3.640 -8.452 0.0 0.0 0.0
O -6.239 7.032 2.920 0.0 0.0 0.0
C -6.452 5.875 3.124 0.0 0.0 0.0
C -7.358 5.252 4.170 0.1 -0.1 0.0
C -6.884 3.802 4.215 0.0 0.0 0.0
C -6.353 3.600 2.798 0.0 -0.1 0.1
O -5.867 4.892 2.394 0.0 0.0 0.0
H -8.387 5.341 3.816 0.0 0.0 0.0
H -7.266 5.789 5.109 0.0 0.0 0.0
H -7.659 3.085 4.480 0.0 0.0 0.0
H -6.065 3.701 4.928 0.0 0.0 0.0
H -7.141 3.297 2.104 0.0 0.0 0.0
H -5.520 2.904 2.744 0.0 0.0 -0.1

***

2.
20
Properties=species:S:1:pos:R:3:forces:R:3 method="wB97M-V/def2-TZVPD" de_lowest_ev=0.3154 homo_energy_ev=-10.709 gap_ev=11.90 smiles=CCC(C)CC
C 2.566 0.057 -0.293 0.0 0.0 0.1
C 1.298 -0.715 0.078 0.0 -0.1 0.2
C -0.033 0.049 0.277 0.0 0.0 0.1
C -0.080 1.479 -0.256 0.0 0.1 -0.1
C -1.210 -0.816 -0.196 0.0 0.0 0.0
C -2.545 -0.363 0.384 -0.1 0.0 0.0
H 2.838 0.760 0.502 0.0 0.0 -0.1
H 3.399 -0.650 -0.396 -0.1 0.2 0.0
H 2.497 0.621 -1.231 -0.1 -0.2 0.2
H 1.163 -1.567 -0.603 0.0 0.3 -0.1
H 1.466 -1.157 1.060 0.3 -0.4 -0.1
H -0.158 0.153 1.367 0.0 0.0 -0.2
H -0.952 1.991 0.165 0.1 0.0 -0.2
H 0.808 2.038 0.058 -0.1 -0.1 -0.1
H -0.144 1.535 -1.349 0.0 -0.1 0.1
H -1.016 -1.855 0.106 0.0 0.2 0.0
H -1.250 -0.827 -1.296 0.0 0.1 0.2
H -2.840 0.616 -0.008 0.0 -0.1 0.1
H -3.347 -1.072 0.157 0.1 0.1 0.0
H -2.463 -0.277 1.475 -0.1 0.0 -0.2

***

3.
14
Properties=species:S:1:pos:R:3:forces:R:3 method="wB97M-V/def2-TZVPD" de_lowest_ev=3.1502 homo_energy_ev=-9.847 gap_ev=9.70 smiles="C[C@H](C#N)CC=O"
C -1.098 -0.807 0.824 0.3 0.1 0.0
C -0.788 0.487 0.077 2.3 -0.5 -1.1
C -1.657 0.711 -1.061 0.2 0.5 -0.9
N -2.283 0.841 -2.029 0.5 -0.1 1.2
C 0.987 0.596 -0.567 -0.4 -0.8 -0.5
C 1.874 -0.255 0.289 -0.3 -0.5 -0.2
O 1.894 -1.458 0.180 0.1 0.2 0.2
H -2.173 -0.976 0.996 0.4 0.5 -0.2
H -0.606 -0.850 1.796 0.1 0.0 -0.1
H -0.741 -1.640 0.211 0.0 -0.1 0.2
H -0.176 1.287 0.432 -2.2 1.5 1.9
H 0.833 0.189 -1.550 0.4 -0.3 -0.4
H 1.414 1.627 -0.648 -1.1 -0.5 0.3
H 2.519 0.246 1.052 -0.3 0.0 -0.3

***

4.
9
Properties=species:S:1:pos:R:3:forces:R:3 method="wB97M-V/def2-TZVPD" de_lowest_ev=0.0000 homo_energy_ev=-11.228 gap_ev=10.14 smiles="O=S(=O)(F)O[S@@](=O)(F)=S"
O 0.992 1.479 0.498 -0.6 -0.1 0.5
S -0.135 0.869 1.103 -1.0 1.9 1.1
O -0.229 0.355 2.419 0.6 -0.1 -0.7
F -1.314 1.976 1.106 1.1 -1.4 -0.7
O -0.775 -0.210 0.120 -0.3 -0.4 -1.3
S 0.115 -0.912 -1.169 1.2 -0.8 1.7
O 0.314 -0.054 -2.257 0.2 1.7 0.0
F 1.422 -0.858 -0.194 -0.8 -0.9 -1.6
S -0.390 -2.646 -1.625 -0.2 0.1 1.1